{"formula": "C4H5NO3", "method": "the ωB97M-V functional and the def2-TZVPD basis", "e_tot_ha": -435.71432, "multiplicity": 1, "e_homo_ev": -8.14, "charge": 0, "e_above_lowest_kcal_mol": 129.38, "molar_mass_g_mol": 115.09, "elements": ["O", "O", "O", "N", "C", "C", "C", "C", "H", "H", "H", "H", "H"], "xyz": [[1.1673, 1.4141, -1.7241], [-0.2021, 1.6909, 0.1129], [-1.5845, -1.0470, 1.6939], [0.7564, -1.5112, -0.8227], [-0.9317, -0.2572, 0.7800], [0.1163, -0.4011, -0.4143], [-0.9528, 1.0751, 1.1858], [0.3962, 0.8330, -0.7663], [1.7240, -1.8812, -0.7113], [-1.5664, 1.5256, 1.9651], [0.4827, -1.8522, -1.8493], [-1.0250, -1.9379, 1.4545], [1.6197, 2.3489, -0.9040]], "atomic_forces_ev_per_a": [[1.47, 3.49, 4.96], [-0.38, 2.60, 0.51], [3.14, -5.08, -2.71], [0.09, -5.03, -4.89], [1.21, 3.82, 1.48], [-1.83, -0.78, 3.04], [1.50, -3.14, -4.54], [-0.96, 2.52, 1.46], [-1.14, 1.57, 0.70], [0.64, 0.59, -0.67], [0.57, 0.95, 3.09], [-2.51, 2.27, 1.54], [-1.81, -3.78, -3.97]]}